A molecular structure, C3H4O3 at a distorted geometry, computed with ωB97M-V with the def2-TZVPD basis set.

Last column: Mulliken charge in e.
Cartesian coordinates (Å):
1 O -0.97326 -1.14504 1.26238  -0.44
2 O -0.05359 -0.36829 -1.18658  -0.15
3 O 1.84566 -0.38001 -0.00019  -0.29
4 C -1.07250 0.01926 0.97436  0.10
5 C 1.12368 -0.87786 -1.00156  -0.37
6 C -0.55799 0.62353 -0.31271  -0.45
7 H -1.37675 1.09516 -0.86079  0.31
8 H -1.56067 0.75386 1.64634  0.34
9 H 0.20228 1.37751 -0.08270  0.32
10 H 2.42314 -1.09811 -0.43854  0.62

Properties
Net charge: 0
Frontier orbital gap (eV): 10.13
Strongest force on any atom (Eh/bohr): 0.049
LUMO energy (eV): 0.8
Calculated total energy (Eh): -342.3160

C3H4O3 in the gas phase at a distorted geometry, computed with ωB97M-V with the def2-TZVPD basis set.

Last column: Mulliken charge in e.
Cartesian coordinates (Å):
1 O -0.54311 1.57353 2.35524  -0.42
2 O 0.75978 0.38520 -0.69480  -0.36
3 O -0.93543 -0.43608 0.47979  -0.46
4 C -0.92416 1.46296 1.22328  0.02
5 C -0.24162 0.51143 0.18187  0.76
6 C 0.92761 -1.03322 -1.05076  -0.59
7 H 1.10427 -1.61979 -0.14610  0.30
8 H 1.78235 -1.11493 -1.72114  0.23
9 H -1.95813 1.69196 0.90731  0.26
10 H 0.02843 -1.42106 -1.53469  0.28

Properties
Net charge: 0
Frontier orbital gap (eV): 10.92
Strongest force on any atom (Eh/bohr): 0.024
LUMO energy (eV): 0.8
Calculated total energy (Eh): -342.3727
SMILES string: COC(=O)C=O

C3H4O3S in the gas phase at a distorted geometry, computed with ωB97M-V with the def2-TZVPD basis set.

Last column: Mulliken charge in e.
Cartesian coordinates (Å):
1 S 2.95771 -0.03156 -0.30576  -0.29
2 O -0.66155 -0.97523 -0.46509  -0.28
3 O 0.91443 1.54505 -0.21880  -0.48
4 O -1.71982 0.92463 0.06107  -0.55
5 C 1.39328 0.31659 -0.04228  0.36
6 C 0.39688 -0.69223 0.46368  -0.49
7 C -1.69164 -0.12062 -0.51448  0.20
8 H 0.00919 -0.39010 1.43978  0.34
9 H 0.89938 -1.66604 0.61749  0.30
10 H -2.50272 -0.48382 -1.06158  0.45
11 H 0.00485 1.57335 0.02597  0.45

Properties
Net charge: 0
Frontier orbital gap (eV): 9.12
Strongest force on any atom (Eh/bohr): 0.039
LUMO energy (eV): 0.1
Calculated total energy (Eh): -740.6085
SMILES string: O=COCC(O)=S

2 unconnected molecules or ions with the total composition C3H4O3S at a distorted geometry, computed with ωB97M-V with the def2-TZVPD basis set.

Last column: Mulliken charge in e.
Cartesian coordinates (Å):
1 S -2.52425 0.61261 0.80103  0.73
2 O -1.68966 1.36929 1.71892  -0.41
3 O 0.13783 -1.70711 0.78109  -0.20
4 O -2.71075 1.34749 -0.42304  -0.40
5 C 1.23429 0.32723 -0.31111  -1.28
6 C 0.64062 -1.02848 -0.36841  0.32
7 C -0.74006 -1.25894 -0.04491  -0.13
8 H 2.26364 0.16972 -0.61630  0.37
9 H 0.94354 0.89635 -1.07441  0.38
10 H 1.09793 -1.65618 -1.12765  0.32
11 H 1.34686 0.92800 0.66478  0.31

Properties
Net charge: 0
Frontier orbital gap (eV): 9.10
Strongest force on any atom (Eh/bohr): 0.100
LUMO energy (eV): -1.0
Calculated total energy (Eh): -740.4620

A molecular structure, C3H4O3Tm at a distorted geometry, computed with ωB97M-V with the def2-TZVPD basis set.

Last column: Mulliken charge in e.
Cartesian coordinates (Å):
1 Tm 1.96443 1.63670 0.31752  1.11
2 O -0.86163 -0.74151 -0.91723  -0.28
3 O -2.77554 0.23166 -1.38835  -0.66
4 O -1.17687 1.42502 -0.36187  -0.66
5 C -0.19185 -1.17511 0.27238  -0.58
6 C -1.64999 0.39120 -0.87426  0.64
7 C 1.15994 -0.58132 0.50160  -0.40
8 H 1.83410 -1.32472 0.96223  0.31
9 H -0.86203 -1.01844 1.13352  0.32
10 H 2.66308 3.42765 0.21405  -0.08
11 H -0.10363 -2.27111 0.14039  0.27

Properties
Net charge: 0
2S+1: 4
Frontier orbital gap (spin up / spin down) (eV): 5.33 / 5.34
Strongest force on any atom (Eh/bohr): 0.071
LUMO energy (spin up / spin down) (eV): -2.6 / -2.6
Calculated total energy (Eh): -1427.3830

A molecular structure, C3H4O3Tm at a distorted geometry, computed with ωB97M-V with the def2-TZVPD basis set.

Last column: Mulliken charge in e.
Cartesian coordinates (Å):
1 Tm -2.04913 1.31211 -0.25758  1.28
2 O 1.08522 0.57489 1.14034  -0.17
3 O -0.56133 -0.27691 -0.76218  -0.15
4 O -0.91931 1.44948 1.53114  -0.42
5 C 0.56255 -0.48035 0.44233  0.23
6 C 1.01089 -0.71791 -0.89491  -0.42
7 C 0.27894 1.45762 1.89490  -0.10
8 H 1.65806 0.01545 -1.37913  0.26
9 H 0.99790 -1.73104 -1.29765  0.24
10 H 0.13945 -1.26479 1.07525  0.40
11 H -2.20322 -0.33854 -1.49251  -0.15

Properties
Net charge: +1
2S+1: 3
Frontier orbital gap (spin up / spin down) (eV): 6.62 / 6.71
Strongest force on any atom (Eh/bohr): 0.074
LUMO energy (spin up / spin down) (eV): -5.9 / -5.8
Calculated total energy (Eh): -1427.1664

C3H4O4 in the gas phase at a distorted geometry, computed with ωB97M-V with the def2-TZVPD basis set.

Last column: Mulliken charge in e.
Cartesian coordinates (Å):
1 O -0.45339 -0.36652 1.00384  -0.23
2 O -0.58794 -1.80906 0.91891  -0.32
3 O -0.90282 0.60182 -0.92039  -0.30
4 O -2.61344 0.45880 0.62575  -0.50
5 C 1.60348 0.93984 -0.54723  -0.62
6 C 0.61568 0.12551 -0.87824  0.04
7 C -1.49128 0.29411 0.22227  0.73
8 H 2.60697 0.71357 -0.89158  0.26
9 H 0.65577 -0.77532 -1.47087  0.36
10 H -0.89660 -1.97157 1.82783  0.34
11 H 1.46355 1.78881 0.10971  0.24

Properties
Net charge: 0
Frontier orbital gap (eV): 10.59
Strongest force on any atom (Eh/bohr): 0.054
LUMO energy (eV): 0.5
Calculated total energy (Eh): -417.5058
SMILES string: C=COC(=O)OO

C3H4O4S in the gas phase at a distorted geometry, computed with ωB97M-V with the def2-TZVPD basis set.

Last column: Mulliken charge in e.
Cartesian coordinates (Å):
1 S -2.15223 -3.40489 0.61524  0.20
2 O -1.66178 -1.27604 -1.86171  -0.24
3 O -1.63539 -0.64045 0.96528  -0.40
4 O -1.26225 -0.03396 -1.57234  -0.15
5 O -2.38706 -4.03020 -0.66194  -0.45
6 C -1.84369 -1.81568 0.54107  0.45
7 C -0.37395 -0.00001 0.65274  -0.33
8 C -0.13329 0.03638 -0.82022  -0.27
9 H 0.60266 -0.80634 -1.08201  0.30
10 H -0.55848 0.84323 1.32197  0.30
11 H 0.33246 -0.75294 1.05609  0.32
12 H 0.23623 1.04195 -1.01775  0.28

Properties
Net charge: 0
Frontier orbital gap (spin up / spin down) (eV): 8.76 / 7.21
Strongest force on any atom (Eh/bohr): 0.057
LUMO energy (spin up / spin down) (eV): -0.4 / -0.9
Calculated total energy (Eh): -815.5392

A molecular structure, C3H4O4Sm at a distorted geometry, computed with ωB97M-V with the def2-TZVPD basis set.

Last column: Mulliken charge in e.
Cartesian coordinates (Å):
1 Sm 2.86267 1.94682 -1.76110  1.00
2 O 0.38094 1.54747 -0.97623  -0.79
3 O -0.14636 -1.69914 2.03632  -0.43
4 O -0.26732 -0.59877 -0.69570  -0.29
5 O 1.31370 -0.03286 -2.13888  -0.82
6 C -1.24232 -0.31936 0.46491  -0.28
7 C 0.39028 0.33368 -1.34455  1.00
8 C -1.19110 -1.42719 1.45885  0.05
9 H -2.09015 -2.07167 1.54473  0.29
10 H 3.35589 1.91506 0.40419  -0.29
11 H -1.13405 0.62973 1.00733  0.28
12 H -2.23219 -0.22377 0.00012  0.29

Properties
Net charge: 0
2S+1: 7
Frontier orbital gap (spin up / spin down) (eV): 6.68 / 6.91
Strongest force on any atom (Eh/bohr): 0.081
LUMO energy (spin up / spin down) (eV): -0.9 / -0.9
Calculated total energy (Eh): -1075.5518

A molecular structure, C3H4O4Yb at a distorted geometry, computed with ωB97M-V with the def2-TZVPD basis set.

Last column: Mulliken charge in e.
Cartesian coordinates (Å):
1 Yb 3.65957 0.02317 -0.20740  0.84
2 O 1.80069 -0.12459 -1.71281  -0.67
3 O -2.92103 -0.32144 1.12761  -0.52
4 O 1.25808 0.62744 0.27566  -0.66
5 O -0.33231 0.26166 -1.28705  -0.28
6 C 0.93343 0.28636 -0.89450  0.93
7 C -1.93167 -0.51132 0.22314  -0.09
8 C -1.33785 0.52649 -0.36724  -0.20
9 H -1.72550 -1.53637 -0.09352  0.33
10 H 4.72859 -0.82871 1.15738  -0.34
11 H -2.56533 0.02491 1.95004  0.32
12 H -1.56665 1.57240 -0.17130  0.34

Properties
Net charge: 0
Frontier orbital gap (eV): 7.32
Strongest force on any atom (Eh/bohr): 0.038
LUMO energy (eV): -0.7
Calculated total energy (Eh): -1576.3136

C3H4OS in the gas phase at a distorted geometry, computed with ωB97M-V with the def2-TZVPD basis set.

Last column: Mulliken charge in e.
Cartesian coordinates (Å):
1 S -1.57320 -1.22414 -0.19748  -0.13
2 O -1.97971 1.50234 -0.06677  -0.56
3 C -0.11308 -0.23185 0.57983  -0.07
4 C 1.02818 0.02979 -0.37707  -0.81
5 C -1.35445 0.39244 0.22142  0.29
6 H 0.20956 -0.80450 1.43450  0.44
7 H 1.32043 -0.80182 -1.11339  0.26
8 H 0.65275 0.90624 -0.87713  0.31
9 H 1.80952 0.23150 0.39609  0.26

Properties
Net charge: 0
Frontier orbital gap (eV): 10.09
Strongest force on any atom (Eh/bohr): 0.146
LUMO energy (eV): 0.2
Calculated total energy (Eh): -590.0592
SMILES string: C[C@@H]1SC1=O

C3H4OS in the gas phase at a distorted geometry, computed with ωB97M-V with the def2-TZVPD basis set.

Last column: Mulliken charge in e.
Cartesian coordinates (Å):
1 S -2.30376 -0.09230 -0.44752  0.51
2 O -3.24291 -0.20896 0.61195  -0.50
3 C -1.15616 1.15144 0.00130  -0.89
4 C -0.76965 -1.20302 0.09226  -0.05
5 C 0.51941 -1.29501 -0.26493  -0.39
6 H 1.08612 -2.27598 -0.45414  0.25
7 H -0.43250 1.39508 -0.62225  0.56
8 H 1.06490 -0.37767 -0.66189  0.16
9 H -1.24679 1.51036 0.98540  0.34

Properties
Net charge: 0
Frontier orbital gap (spin up / spin down) (eV): 8.08 / 8.10
Strongest force on any atom (Eh/bohr): 0.107
LUMO energy (spin up / spin down) (eV): -0.7 / -0.8
Calculated total energy (Eh): -589.9073
SMILES string: C=C=S(=C)=O